Computed, not measured: a cluster of 3 separate species, C37H75N3O15P5S in total in a non-equilibrium geometry, with ωB97M-V with the def2-TZVPD basis set.

Values from the calculation:
- orbital gap (eV) = 5.643
- DFT total energy (eV) = -132046.8348
- E_LUMO (eV) = 0.54
- total charge = -1

Each atom is followed by the atoms it is bonded to, with distances in Å.
Geometry (Å):
1 C -4.07 -0.96 6.55  C2 1.210, H40 1.082
2 C -2.99 -1.45 6.31  C1 1.210, C3 1.520
3 C -1.70 -1.98 5.70  C2 1.520, C4 1.585, H41 1.107, H42 1.105
4 C -0.98 -0.84 4.87  C3 1.585, C5 1.555, H43 1.103, H44 1.104
5 C 0.33 -1.46 4.30  C4 1.555, P6 1.943, H45 1.111, H46 1.113
6 P 1.05 -0.56 2.73  C5 1.943, C7 1.917, O18 1.752, P21 2.253, O23 1.731, O39 1.748
7 C -0.27 -1.18 1.48  P6 1.917, C8 1.532, H47 1.115, H48 1.111
8 C -1.41 -2.14 1.85  C7 1.532, C9 1.563, H49 1.104, H50 1.119
9 C -2.82 -1.46 1.86  C8 1.563, O10 1.203, N11 1.452
10 O -3.00 -0.28 1.93  C9 1.203
11 N -3.94 -2.39 1.76  C9 1.452, C12 1.435, H51 1.022
12 C -5.14 -1.85 2.32  N11 1.435, C13 1.417, C17 1.412
13 C -5.60 -2.34 3.57  C12 1.417, C14 1.402, H52 1.101
14 C -6.75 -1.80 4.16  C13 1.402, C15 1.408, H53 1.101
15 C -7.50 -0.78 3.55  C14 1.408, C16 1.408, H54 1.097
16 C -7.07 -0.32 2.28  C15 1.408, C17 1.400, H55 1.097
17 C -5.92 -0.85 1.69  C12 1.412, C16 1.400, H56 1.101
18 O 1.84 -2.09 2.40  P6 1.752, C19 1.413
19 C 3.25 -2.10 2.49  O18 1.413, C20 1.584, H57 1.119, H58 1.103
20 C 3.79 -2.68 3.86  C19 1.584, H59 1.111, H60 1.107, H61 1.103
21 P 1.87 0.49 0.91  P6 2.253, N22 1.598, H62 1.436, H63 1.432
22 N 3.28 1.23 1.07  P21 1.598, H64 1.017
23 O 2.20 0.08 3.84  P6 1.731, C24 1.398
24 C 1.79 1.26 4.48  O23 1.398, P25 1.849, C29 1.607, H65 1.134
25 P 3.07 2.36 5.24  C24 1.849, N26 1.553, O27 1.660, O28 1.644
26 N 4.30 2.73 4.36  P25 1.553, H66 1.021
27 O 3.65 1.59 6.60  P25 1.660, H67 0.973
28 O 2.30 3.73 5.69  P25 1.644, H68 0.972
29 C 0.61 1.91 3.61  C24 1.607, S30 1.845, O31 1.420, O39 1.403
30 S 1.15 3.41 2.67  C29 1.845, H69 1.360
31 O -0.44 2.31 4.48  C29 1.420, C32 1.419
32 C -1.46 3.04 3.83  O31 1.419, C33 1.558, H70 1.109, H71 1.115
33 C -2.85 2.81 4.50  C32 1.558, C34 1.556, C35 1.584, H72 1.105
34 C -2.90 3.35 5.96  C33 1.556, H73 1.108, H74 1.111, H75 1.110
35 C -3.90 3.66 3.67  C33 1.584, C36 1.574, H76 1.113, H77 1.111
36 C -5.03 2.79 3.02  C35 1.574, C37 1.571, C38 1.569, H78 1.105
37 C -5.27 3.36 1.57  C36 1.571, H79 1.109, H80 1.110, H81 1.106
38 C -6.38 3.01 3.79  C36 1.569, H82 1.107, H83 1.106, H84 1.111
39 O 0.05 0.86 2.87  P6 1.748, C29 1.403
40 H -5.01 -0.42 6.57  C1 1.082
41 H -1.04 -2.26 6.54  C3 1.107
42 H -1.93 -2.84 5.04  C3 1.105
43 H -1.71 -0.50 4.13  C4 1.103
44 H -0.83 -0.01 5.59  C4 1.104
45 H 0.26 -2.55 4.11  C5 1.111
46 H 1.09 -1.38 5.11  C5 1.113
47 H -0.72 -0.27 1.02  C7 1.115
48 H 0.30 -1.63 0.64  C7 1.111
49 H -1.35 -2.76 2.75  C8 1.104
50 H -1.52 -2.87 1.01  C8 1.119
51 H -3.72 -3.20 2.33  N11 1.022
52 H -5.08 -3.14 4.11  C13 1.101
53 H -7.11 -2.17 5.13  C14 1.101
54 H -8.38 -0.35 4.04  C15 1.097
55 H -7.62 0.47 1.77  C16 1.097
56 H -5.55 -0.49 0.72  C17 1.101
57 H 3.60 -2.85 1.73  C19 1.119
58 H 3.78 -1.17 2.24  C19 1.103
59 H 4.46 -3.54 3.66  C20 1.111
60 H 4.40 -1.89 4.34  C20 1.107
61 H 2.97 -2.99 4.53  C20 1.103
62 H 2.01 -0.41 -0.20  P21 1.436
63 H 0.84 1.41 0.54  P21 1.432
64 H 3.60 1.05 2.02  N22 1.017
65 H 1.21 0.93 5.39  C24 1.134
66 H 4.17 2.29 3.46  N26 1.021
67 H 2.87 1.20 7.05  O27 0.973
68 H 1.96 3.62 6.59  O28 0.972
69 H 2.50 3.33 2.48  S30 1.360
70 H -1.60 2.77 2.76  C32 1.109
71 H -1.27 4.14 3.93  C32 1.115
72 H -3.18 1.76 4.42  C33 1.105
73 H -3.94 3.36 6.33  C34 1.108
74 H -2.49 4.38 6.03  C34 1.111
75 H -2.30 2.68 6.61  C34 1.110
76 H -3.41 4.22 2.84  C35 1.113
77 H -4.38 4.43 4.32  C35 1.111
78 H -4.78 1.71 2.99  C36 1.105
79 H -6.21 2.99 1.13  C37 1.109
80 H -5.35 4.46 1.67  C37 1.110
81 H -4.41 3.11 0.91  C37 1.106
82 H -6.57 4.09 3.89  C38 1.107
83 H -6.39 2.50 4.77  C38 1.106
84 H -7.20 2.60 3.17  C38 1.111
85 O -3.37 -1.13 -5.07  P86 1.503
86 P -1.97 -1.45 -4.63  O85 1.503, O87 1.648, O90 1.661, O93 1.645
87 O -1.49 0.03 -4.09  P86 1.648, C88 1.425
88 C -2.34 0.80 -3.24  O87 1.425, C89 1.519, H96 1.092, H97 1.092
89 C -2.29 0.31 -1.81  C88 1.519, H98 1.094, H99 1.091, H100 1.091
90 O -1.28 -1.47 -6.14  P86 1.661, C91 1.427
91 C -2.00 -2.04 -7.24  O90 1.427, C92 1.515, H101 1.091, H102 1.093
92 C -2.52 -0.95 -8.15  C91 1.515, H103 1.091, H104 1.093, H105 1.092
93 O -0.63 -2.19 -4.04  P86 1.645, C94 1.439
94 C 0.68 -1.63 -4.24  O93 1.439, C95 1.510, H106 1.087, H107 1.092
95 C 1.27 -1.25 -2.90  C94 1.510, H108 1.090, H109 1.091, H110 1.092
96 H -3.37 0.80 -3.61  C88 1.092
97 H -1.99 1.83 -3.29  C88 1.092
98 H -2.52 -0.76 -1.75  C89 1.094
99 H -3.00 0.85 -1.19  C89 1.091
100 H -1.29 0.45 -1.39  C89 1.091
101 H -2.82 -2.67 -6.88  C91 1.091
102 H -1.31 -2.69 -7.78  C91 1.093
103 H -3.09 -0.20 -7.60  C92 1.091
104 H -3.15 -1.36 -8.93  C92 1.093
105 H -1.68 -0.42 -8.62  C92 1.092
106 H 0.67 -0.77 -4.91  C94 1.087
107 H 1.29 -2.40 -4.72  C94 1.092
108 H 0.61 -0.56 -2.37  C95 1.090
109 H 2.24 -0.77 -3.03  C95 1.091
110 H 1.39 -2.13 -2.27  C95 1.092
111 O 4.27 -1.27 -6.29  P112 1.502
112 P 5.36 -0.37 -6.79  O111 1.502, O113 1.654, O116 1.652, O119 1.653
113 O 6.42 -1.51 -7.37  P112 1.654, C114 1.421
114 C 5.94 -2.58 -8.17  O113 1.421, C115 1.518, H122 1.091, H123 1.092
115 C 5.70 -2.14 -9.60  C114 1.518, H124 1.093, H125 1.091, H126 1.091
116 O 6.04 -0.03 -5.33  P112 1.652, C117 1.435
117 C 5.20 0.19 -4.19  O116 1.435, C118 1.513, H127 1.091, H128 1.091
118 C 5.26 -0.99 -3.26  C117 1.513, H129 1.092, H130 1.092, H131 1.092
119 O 6.23 0.87 -7.46  P112 1.653, C120 1.433
120 C 7.65 0.93 -7.32  O119 1.433, C121 1.513, H132 1.087, H133 1.092
121 C 8.29 0.83 -8.69  C120 1.513, H134 1.090, H135 1.092, H136 1.092
122 H 5.04 -3.03 -7.75  C114 1.091
123 H 6.71 -3.36 -8.15  C114 1.092
124 H 5.03 -1.28 -9.64  C115 1.093
125 H 5.27 -2.96 -10.18  C115 1.091
126 H 6.63 -1.85 -10.08  C115 1.091
127 H 4.17 0.40 -4.50  C117 1.091
128 H 5.56 1.09 -3.68  C117 1.091
129 H 5.05 -1.93 -3.78  C118 1.092
130 H 4.54 -0.89 -2.44  C118 1.092
131 H 6.26 -1.10 -2.83  C118 1.092
132 H 8.04 0.16 -6.66  C120 1.087
133 H 7.89 1.90 -6.87  C120 1.092
134 H 7.98 -0.07 -9.20  C121 1.090
135 H 9.38 0.82 -8.60  C121 1.092
136 H 7.99 1.67 -9.31  C121 1.092